[1]
Molecular formula: C3H2ClNO
Method: DFT, ωB97M-V/def2-TZVPD

Atoms and positions in Å:
C 0.2260 0.5400 0.0130
C -0.4091 -0.5929 0.0321
C -2.4023 0.5412 -0.0141
N -1.8426 -0.5908 -0.0013
O -2.4581 -1.6789 0.0377
Cl -4.0591 0.5452 -0.0177
H 0.3198 1.4667 -0.3374
H -0.0220 -1.5482 -0.1261

Atomic forces in eV per Å
-0.4 -3.5 0.6
-0.1 1.6 -0.4
-1.4 1.6 -0.2
1.7 -1.5 0.6
-0.4 -1.2 -0.2
-0.6 1.0 0.1
0.4 3.6 -0.7
0.7 -1.5 0.4

Values from the calculation:
**Largest force on an atom**: 3.7 eV Å⁻¹
**Gap between HOMO and LUMO (alpha / beta)**: 0.2949 / 0.2445 hartree
**Molecular weight**: 103.51 g mol⁻¹

[2]
Molecular formula: CFO5S
Method: DFT, ωB97M-V/def2-TZVPD

Atoms and positions in Å:
C 2.4021 0.1423 -0.0269
O 2.3053 1.2200 -0.4321
O 2.5580 -0.9094 0.3930
O -0.2196 -0.4935 -1.2629
O -0.0328 0.0873 1.1701
O -2.3777 -0.2808 0.1673
F -3.8455 0.7333 -0.0861
S -0.7898 -0.4993 0.0776

Atomic forces in eV per Å
-0.3 1.3 -0.3
0.1 0.4 -0.3
0.4 -1.7 0.5
0.3 0.4 0.4
0.4 0.4 -0.4
3.2 -1.4 -0.1
-0.6 0.8 -0.2
-3.5 -0.2 0.3

Values from the calculation:
**Charge**: -1
**Largest force on an atom**: 3.5 eV Å⁻¹
**Gap between HOMO and LUMO (alpha / beta)**: 0.2854 / 0.3390 hartree
**Molecular weight**: 143.07 g mol⁻¹

[3]
Molecular formula: C50H101BFN3O15P
Method: DFT, ωB97M-V/def2-TZVPD

Atoms and positions in Å:
C 4.7252 -0.8261 2.3415
C 4.0467 -1.0028 0.9777
C 3.5578 0.3698 0.4885
C 3.3924 0.5613 -1.0339
C 1.9358 0.4343 -1.5067
C 1.5491 1.4138 -2.6233
C 0.3576 0.9353 -3.4717
C -0.9316 1.7277 -3.2256
C -1.3478 1.7259 -1.7321
C -2.7756 1.2080 -1.4553
C -2.9641 0.0716 -0.4392
P -1.6025 -1.2112 -0.7882
O -1.7778 -1.8248 -2.3000
O -1.8645 -2.4663 0.2633
C -2.6723 0.4335 1.0763
C -1.2327 0.4586 1.5741
N -1.1177 1.3015 2.7773
C 0.0655 2.1755 2.7066
C -3.5512 -0.5719 1.7715
B -3.2367 -1.0115 3.2807
O -2.1275 -1.7252 3.5993
O -4.1522 -0.6131 4.1883
C -4.2181 -1.2909 5.4544
N -4.5138 -0.9846 1.0226
C -5.5776 -1.8967 1.4514
C -5.2287 -3.2876 1.9250
O -6.1133 -4.0485 2.1617
O -3.9301 -3.5961 2.0816
C -4.4980 -0.2572 -0.2944
C -5.3941 0.9899 0.0993
N -5.8911 1.8113 -0.9997
C -5.2552 -0.8691 -1.4887
F -6.6157 -0.9401 -1.1538
C -4.8784 -2.1998 -2.1308
C -4.5245 -3.3672 -1.2308
H 4.0114 -0.4405 3.0752
H 5.5519 -0.1175 2.2922
H 5.0939 -1.7762 2.7375
H 4.7595 -1.4726 0.3023
H 3.2232 -1.7035 1.1291
H 2.6151 0.5739 1.0042
H 4.2729 1.1065 0.8574
H 3.9540 -0.2472 -1.4936
H 3.8327 1.5198 -1.3082
H 1.7919 -0.5836 -1.8726
H 1.2846 0.5392 -0.6354
H 1.3042 2.3731 -2.1547
H 2.4245 1.5929 -3.2479
H 0.6169 1.0436 -4.5237
H 0.1507 -0.1237 -3.3029
H -0.8038 2.7510 -3.5810
H -1.7329 1.2946 -3.8358
H -0.5740 1.1986 -1.1879
H -1.3062 2.7621 -1.3935
H -3.3584 2.0502 -1.0805
H -3.2389 0.9148 -2.4019
H -2.1687 -1.1875 -2.9122
H -1.7793 -3.3145 -0.1960
H -3.0234 1.4643 1.1622
H -0.8553 -0.5339 1.8232
H -0.5583 0.8347 0.8039
H -1.9428 1.8860 2.8440
H 0.9512 1.5497 2.6284
H 0.1232 2.7436 3.6333
H 0.0069 2.8599 1.8557
H -1.9446 -2.4614 3.0050
H -5.2082 -1.1096 5.8641
H -4.0807 -2.3639 5.3442
H -3.4784 -0.8749 6.1340
H -6.3246 -1.9913 0.6697
H -6.0871 -1.4366 2.3011
H -3.8933 -4.2350 2.8116
H -4.8877 1.6012 0.8472
H -6.2659 0.5678 0.6025
H -5.2791 1.8533 -1.7991
H -6.0404 2.7611 -0.6897
H -5.1848 -0.1356 -2.2919
H -5.7582 -2.4920 -2.7025
H -4.1260 -2.0094 -2.8914
H -3.8428 -3.1175 -0.4273
H -4.0525 -4.1495 -1.8259
H -5.4160 -3.8177 -0.7906
C 2.7519 -4.6282 -1.8009
C 3.4211 -3.3573 -2.2542
O 3.3995 -2.3695 -1.5541
C 4.1225 -3.3747 -3.5884
H 2.3096 -4.4586 -0.8237
H 1.9770 -4.9369 -2.5060
H 3.4977 -5.4189 -1.7141
H 3.4102 -3.6123 -4.3805
H 4.9116 -4.1289 -3.5871
H 4.5619 -2.3990 -3.7834
C 4.9211 -5.5922 3.2197
C 3.9080 -5.1162 2.2083
O 4.0157 -5.3692 1.0313
C 2.7521 -4.2999 2.7371
H 5.6977 -6.1636 2.7165
H 5.3741 -4.7382 3.7263
H 4.4383 -6.2259 3.9650
H 3.1240 -3.3963 3.2233
H 2.1842 -4.8839 3.4637
H 2.1019 -4.0165 1.9118
C 3.6323 5.4810 3.1163
C 3.4762 3.9963 3.2943
O 3.3297 3.2431 2.3576
C 3.5082 3.4840 4.7154
H 3.5941 5.7241 2.0563
H 2.8278 5.9996 3.6380
H 4.5899 5.8089 3.5236
H 2.7034 3.9431 5.2924
H 4.4605 3.7376 5.1830
H 3.3853 2.4027 4.7171
C 1.8820 7.0749 7.7556
C 1.2442 6.8441 6.4105
O 1.8929 6.8494 5.3875
C -0.2447 6.6086 6.4048
H 2.9505 7.2332 7.6293
H 1.4387 7.9489 8.2343
H 1.7178 6.2106 8.4004
H -0.7536 7.4711 6.8351
H -0.4856 5.7286 7.0024
H -0.5894 6.4570 5.3837
C -4.6148 -5.2548 -6.3839
C -5.5310 -4.9136 -5.2371
O -5.3784 -3.9058 -4.5819
C -6.6473 -5.8835 -4.9442
H -3.8587 -4.4809 -6.4918
H -4.1257 -6.2124 -6.1995
H -5.1864 -5.3274 -7.3100
H -6.2363 -6.8653 -4.7044
H -7.2964 -5.9801 -5.8153
H -7.2330 -5.5246 -4.1012
C -1.6813 10.1320 9.8663
C -2.0613 8.7164 9.5088
O -1.2534 7.8166 9.5332
C -3.5000 8.4767 9.1198
H -0.6266 10.1715 10.1271
H -1.8674 10.7955 9.0202
H -2.2729 10.4753 10.7160
H -3.7563 9.0763 8.2448
H -4.1615 8.7565 9.9408
H -3.6437 7.4240 8.8883
C 0.1277 3.6804 -6.6352
C 0.5546 2.4534 -7.4053
O 1.1960 1.5717 -6.8819
C 0.1439 2.3787 -8.8541
H 0.4873 3.6101 -5.6106
H 0.5425 4.5764 -7.0987
H -0.9608 3.7602 -6.6316
H 0.5601 3.2237 -9.4049
H -0.9436 2.4076 -8.9370
H 0.5065 1.4508 -9.2896
C 1.8618 -2.8709 -9.9877
C 1.0360 -1.9961 -9.0749
O -0.0949 -1.6748 -9.3591
C 1.6869 -1.5390 -7.7930
H 1.2811 -3.1277 -10.8702
H 2.7661 -2.3433 -10.2944
H 2.1505 -3.7863 -9.4689
H 2.5801 -0.9538 -8.0142
H 1.9642 -2.4039 -7.1867
H 0.9917 -0.9165 -7.2384
C 9.1641 -5.2252 0.2514
C 8.1197 -4.7674 -0.7388
O 8.2012 -5.0324 -1.9145
C 6.9668 -3.9644 -0.1888
H 9.9342 -5.7903 -0.2677
H 9.6201 -4.3630 0.7406
H 8.7060 -5.8590 1.0126
H 7.3327 -3.0483 0.2791
H 6.4190 -4.5529 0.5484
H 6.2912 -3.7016 -1.0000

Atomic forces in eV per Å
-0.3 -0.2 0.1
0.3 0.3 0.8
0.2 -0.2 -0.1
-0.2 -0.4 0.7
0.4 0.0 -0.2
-0.2 -0.2 0.5
-0.1 0.5 -0.3
0.0 -0.4 0.1
0.1 0.6 -0.5
0.3 0.2 0.4
-0.9 -0.7 0.2
2.0 1.0 0.1
-0.8 -0.3 0.4
-0.5 -0.1 -0.7
0.4 -0.5 -1.4
0.6 0.3 0.6
-0.3 -0.1 -0.3
-0.4 -0.4 0.3
0.1 0.5 0.4
-0.1 -0.1 0.3
-0.5 -0.4 0.2
-0.1 -0.3 -0.3
-0.1 0.4 0.3
0.9 -0.4 -0.1
-0.2 0.4 0.1
-0.3 -0.2 -0.4
-0.2 -0.1 0.3
0.4 0.6 0.6
-0.9 0.8 0.0
0.0 0.3 -0.2
0.0 -0.1 0.0
0.3 -0.8 -0.3
0.1 0.0 0.2
-0.3 0.2 0.1
-0.1 -0.3 0.0
0.0 0.1 0.0
0.1 0.0 0.0
0.1 0.0 0.0
-0.1 0.1 -0.2
-0.1 0.0 -0.4
0.0 0.2 0.0
-0.1 0.1 0.0
0.2 0.3 -0.3
-0.1 0.1 -0.1
-0.1 0.0 0.1
-0.2 0.1 -0.1
0.1 0.1 -0.1
0.0 -0.1 -0.1
0.0 -0.1 -0.1
0.2 -0.1 0.1
0.0 0.0 0.0
0.0 0.1 -0.1
-0.1 -0.1 0.2
0.0 -0.1 0.2
-0.1 0.0 -0.1
0.0 -0.1 0.0
0.0 -0.1 -0.1
0.0 -0.1 0.1
-0.3 -0.1 0.5
-0.1 -0.1 -0.1
-0.2 0.1 -0.2
0.1 0.1 0.1
0.1 0.1 -0.1
0.1 0.1 0.0
0.2 0.0 -0.1
0.3 0.3 -0.3
0.0 0.1 -0.1
0.2 0.0 -0.1
0.1 -0.1 0.0
0.1 0.0 -0.1
0.0 0.0 0.0
0.0 -0.4 -0.4
0.1 -0.1 0.0
0.0 0.0 0.0
0.1 0.0 0.0
-0.1 0.0 0.0
-0.1 0.2 0.1
0.0 0.2 -0.1
0.2 -0.1 0.1
0.0 0.1 0.0
0.0 0.0 0.0
-0.1 0.0 0.0
-0.1 0.1 0.1
-0.1 -0.1 0.1
0.0 -0.2 -0.2
0.0 0.2 0.1
0.0 -0.1 0.0
0.1 0.0 -0.1
-0.1 -0.1 -0.1
0.0 -0.1 0.0
-0.1 -0.1 -0.1
0.0 0.0 0.0
0.1 -0.1 -0.2
0.0 0.1 0.1
0.0 0.0 0.0
-0.1 0.0 -0.2
0.0 0.0 0.0
-0.1 0.0 0.1
0.0 0.1 0.1
0.0 0.0 0.1
0.1 0.1 0.1
0.0 0.0 0.0
-0.1 -0.1 -0.4
0.1 0.1 0.1
-0.1 -0.1 0.0
-0.1 -0.2 -0.1
0.0 0.0 0.0
0.2 0.0 0.1
-0.1 0.1 0.1
0.1 0.1 0.0
0.0 0.1 0.1
0.0 0.0 0.0
0.2 0.0 -0.2
0.0 0.0 0.1
-0.1 0.0 0.1
0.0 0.0 -0.3
0.0 0.0 0.0
-0.1 -0.1 0.1
-0.1 0.1 0.1
0.0 -0.1 0.2
0.0 0.1 0.1
0.0 0.0 0.0
0.1 0.2 0.1
0.0 0.0 -0.1
0.0 0.0 0.0
0.0 0.2 0.2
0.0 0.0 0.0
-0.1 -0.1 -0.1
0.0 -0.1 0.0
0.0 0.0 -0.1
0.0 -0.1 0.0
0.0 0.0 0.0
0.2 -0.1 0.0
0.0 0.1 0.0
0.1 0.0 -0.1
0.1 -0.2 0.0
0.0 0.0 0.0
-0.1 0.0 0.0
-0.1 0.1 -0.1
-0.1 0.1 0.1
0.0 0.1 0.0
0.0 0.0 0.0
0.1 -0.1 0.2
0.0 0.0 -0.1
0.0 0.0 0.1
0.1 -0.2 0.0
0.0 0.0 0.0
-0.1 0.0 -0.1
0.0 0.1 -0.1
-0.1 0.1 0.0
0.0 0.1 0.0
0.0 0.0 0.0
-0.2 0.0 -0.1
0.1 0.0 0.0
0.0 0.0 0.0
-0.3 0.0 0.0
0.0 0.0 0.0
0.1 -0.1 0.1
0.1 0.0 0.0
0.1 -0.1 0.1
0.1 0.0 -0.1
0.0 0.0 0.0
0.1 -0.1 -0.2
0.0 0.0 0.0
0.0 0.0 -0.1
0.0 0.0 -0.2
0.0 0.0 0.0
-0.1 0.0 0.1
0.0 0.1 0.1
0.0 0.0 0.1
0.0 0.1 0.1
0.0 0.0 0.0

Values from the calculation:
**Charge**: +1
**Largest force on an atom**: 2.2 eV Å⁻¹
**Gap between HOMO and LUMO**: 0.2717 hartree
**Molecular weight**: 1045.15 g mol⁻¹